1:
The following is a quantum chemistry calculation of the molecule C5H5BrFN, from the OMol25 dataset.

XYZ file:
```
13
C5H5BrFN the ωB97M-V functional and the def2-TZVPD basis
F -1.199 2.250 -0.122
C -0.729 0.924 -0.138
C -0.793 0.173 -1.259
C -0.328 -1.183 -1.135
N 0.423 -1.617 -0.196
C 0.848 -0.624 0.764
Br 2.717 0.083 0.098
C -0.027 0.507 1.065
H -1.408 0.571 -2.048
H -0.658 -1.845 -1.946
H 1.342 -1.031 1.622
H -0.767 0.457 1.923
H 0.578 1.336 1.373
```

## Properties
HOMO level, eV: -9.64
Gap between HOMO and LUMO, hartree: 0.339
Charge: 0
SMILES string: FC1=CC=N[C@@H](Br)C1

---

2:
The following is a quantum chemistry calculation of the molecule C5H5BrFN, from the OMol25 dataset.

XYZ file:
```
13
C5H5BrFN the ωB97M-V functional and the def2-TZVPD basis
F 2.656 -0.254 -0.371
C 1.333 0.009 -0.401
C 0.696 1.060 -0.924
C -0.749 1.137 -0.869
N -1.517 0.251 -0.374
C -0.932 -0.930 0.089
Br -0.895 -2.120 -1.546
C 0.538 -0.828 0.600
H 1.354 1.650 -1.455
H -1.079 2.017 -1.265
H -1.487 -1.349 0.796
H 0.385 -0.133 1.591
H 0.808 -1.796 0.756
```

## Properties
HOMO level, eV: -9.58
Gap between HOMO and LUMO, hartree: 0.347
Charge: 0
SMILES string: FC1=CC=N[C@@H](Br)C1

---

Going by the energies, 1 is most stable and the next is 57.4 kJ/mol up.